(1)
This record from OMol25 describes C10H20Cl10F4MgN2O8S4 as an isolated structure in a non-equilibrium geometry. The level of theory is the ωB97M-V functional and the def2-TZVPD basis.

**Net charge**: 0
**Energy above the lowest of the compared OMol25 structures with the same formula, charge and spin**: 352.4 kJ/mol
**E**: -214929.5089 eV
**HOMO level**: -10.37 eV

Atoms and positions in Å:
Mg  -0.94496  -1.15717  2.23306
N  -0.65307  0.14985  0.97750
S  0.35515  1.07144  0.22466
O  0.97402  2.11521  1.01315
O  0.40311  1.11162  -1.22705
F  1.37992  -0.19923  0.42042
S  -1.86745  1.34739  0.50769
O  -2.31445  1.28467  -0.87518
O  -1.82504  2.60286  1.20501
F  -3.06658  0.57320  1.36124
N  -2.43406  -1.69570  3.15278
S  -2.92118  -1.43115  4.72805
O  -2.30185  -2.35079  5.66615
O  -4.17374  -0.86290  5.11143
F  -1.91952  -0.14367  4.82917
S  -3.69273  -2.50962  2.79213
O  -4.74930  -1.81584  2.09218
O  -3.98348  -3.63441  3.73553
F  -2.96503  -3.32167  1.58480
Cl  -1.75001  -3.12784  -4.21818
C  -0.82555  -1.79652  -3.44978
C  0.12499  -2.21730  -2.27005
Cl  -0.72049  -3.12435  -1.06843
H  -1.50069  -1.04478  -3.04091
H  -0.28265  -1.38836  -4.30228
H  0.71449  -1.38562  -1.88416
H  0.81610  -2.95756  -2.67315
Cl  3.04311  5.80455  -1.95013
C  3.02047  4.81070  -0.45308
C  2.55969  5.73120  0.68268
Cl  0.87647  6.10319  0.22159
H  4.05988  4.51665  -0.30728
H  2.49587  3.86176  -0.56446
H  3.11177  6.67105  0.68282
H  2.66400  5.18901  1.62249
Cl  -5.48793  1.52913  0.09264
C  -6.04625  -0.01688  -0.58053
C  -4.95450  -0.57741  -1.54608
Cl  -5.58955  -1.86668  -2.61937
H  -7.01028  0.29717  -0.98067
H  -6.21882  -0.76510  0.19309
H  -4.00966  -0.95979  -1.15986
H  -4.63708  0.26073  -2.16646
Cl  4.14752  -0.43337  1.71358
C  4.49908  -2.24256  1.63908
C  3.19299  -2.91226  1.08800
Cl  3.25557  -2.84228  -0.65828
H  4.80315  -2.49470  2.65498
H  5.31272  -2.47687  0.95265
H  2.29893  -2.45527  1.51216
H  3.13668  -3.99883  1.15350
Cl  4.91250  1.78977  -0.71361
C  3.63673  0.87870  -1.53480
C  4.26866  0.48005  -2.95279
Cl  3.07666  -0.69387  -3.70486
H  2.69627  1.41984  -1.43085
H  3.51060  -0.04945  -0.97736
H  5.22261  -0.04590  -2.99081
H  4.27623  1.39603  -3.54356

Forces on the atoms, in the same order (eV/Å):
Mg 1.1 -0.6 -0.1
N -4.0 4.8 -2.5
S 10.1 -1.7 -1.5
O -1.5 -1.0 -1.1
O -1.5 0.7 2.1
F 1.1 0.2 0.1
S -7.9 -0.1 1.0
O 1.5 -0.4 2.6
O 1.0 -1.4 -0.9
F 1.8 0.2 -0.8
N -1.9 0.5 3.4
S 3.6 1.8 6.8
O -0.8 0.9 -2.2
O 0.3 -0.7 -2.0
F -0.2 -0.4 -0.5
S -5.0 -7.1 -4.3
O 1.6 -0.5 1.7
O 0.7 4.0 -1.9
F 0.0 0.6 0.3
Cl 0.1 0.1 0.6
C 0.5 0.2 0.8
C 0.4 -0.4 -2.9
Cl -0.8 -0.1 1.6
H -0.3 -0.1 -0.3
H 0.3 0.2 0.5
H -0.4 0.0 0.1
H 0.3 0.3 -0.1
Cl 0.0 -0.6 -0.2
C 1.5 0.7 0.3
C -0.1 -1.0 -1.2
Cl -0.5 0.3 1.0
H 0.1 0.2 0.1
H -0.6 0.5 -0.1
H 0.0 -0.2 0.1
H -0.5 0.3 0.1
Cl 0.1 0.2 0.4
C 0.7 -0.9 0.0
C -0.6 1.2 -0.7
Cl -0.1 0.2 0.2
H 0.3 -0.7 -0.8
H 0.0 0.4 0.3
H -0.5 -0.1 0.9
H -0.2 -0.1 -0.3
Cl 0.6 -1.1 0.0
C -1.3 0.3 0.0
C 1.3 -0.5 0.6
Cl -0.4 0.8 -1.2
H -0.4 -0.3 -0.1
H 0.0 0.5 0.1
H 0.1 0.1 -0.3
H 0.3 0.1 1.2
Cl 0.3 0.5 0.3
C 1.7 -1.7 -0.7
C -2.5 0.7 0.8
Cl 0.4 0.5 0.0
H 0.3 0.1 -1.1
H 0.0 0.1 0.0
H -0.2 0.3 0.7
H 0.2 -0.3 -0.3

=====

(2)
This record from OMol25 describes C26H24BeFN7O4Se as an isolated structure. The level of theory is the ωB97M-V functional and the def2-TZVPD basis.

**Net charge**: 0
**E**: -114439.5248 eV
**HOMO level**: -6.01 eV

Atoms and positions in Å:
Be  -2.05009  0.67192  1.05297
F  -0.19102  -2.28232  6.60312
C  -0.20230  -0.98213  6.21494
C  -0.87226  -0.59791  5.09408
C  -0.87224  0.75545  4.74543
C  -1.44106  1.15291  3.46117
O  -1.77663  0.25718  2.65630
C  -1.52775  2.54504  3.20703
C  -0.90338  3.40128  4.05509
N  -0.21514  3.02564  5.15501
C  0.65317  3.97449  5.81419
C  2.13575  3.76617  5.67886
C  1.46589  4.89876  4.96183
C  -0.21759  1.69933  5.54112
C  0.47489  1.26845  6.68243
C  0.50209  -0.06720  7.00432
N  1.28270  -0.51505  8.12267
C  0.53164  -1.07393  9.24021
C  1.38350  -0.85868  10.50376
N  2.80515  -0.65206  10.05536
C  3.20061  -1.68205  9.03735
C  2.38829  -1.40010  7.75994
C  -2.09075  3.11363  1.91950
O  -2.30294  4.31183  1.86117
O  -2.23802  2.25738  0.97708
H  -1.37529  -1.31120  4.45488
H  -0.90335  4.45656  3.81827
H  0.26632  4.35807  6.75106
H  2.43428  2.93051  5.05766
H  2.75792  3.98350  6.53680
H  1.37529  4.80065  3.88918
H  1.60094  5.90742  5.32417
H  1.03626  1.96370  7.28850
H  0.31061  -2.13866  9.10019
H  -0.41534  -0.54974  9.34206
H  1.37510  -1.71473  11.17528
H  1.09424  0.03473  11.05333
H  3.44237  -0.64093  10.84887
H  2.83182  0.25649  9.58471
H  2.97319  -2.65134  9.47683
H  4.27327  -1.61089  8.87543
H  2.05355  -2.35253  7.33909
H  2.99994  -0.89233  7.01511
N  0.71014  -0.57649  -1.24985
C  0.48923  0.00754  -0.05201
O  -0.69876  0.27272  0.23931
C  1.62029  0.26468  0.78164
C  2.90008  -0.16727  0.36337
N  3.92255  -0.55433  -0.01197
C  1.53650  0.97846  1.98919
N  1.47563  1.54562  2.99786
H  -0.09295  -0.80879  -1.80717
H  1.63402  -0.81841  -1.55972
Se  -3.76054  -0.63328  0.47767
C  -4.04868  -0.10569  -1.32411
C  -3.45104  1.01608  -1.90126
C  -3.71006  1.31393  -3.22910
N  -4.50747  0.59997  -4.02415
C  -5.08148  -0.46483  -3.46364
C  -4.88960  -0.85308  -2.14969
H  -2.80852  1.66600  -1.32278
H  -3.24744  2.18667  -3.68013
H  -5.73494  -1.04633  -4.10736
H  -5.38545  -1.73556  -1.76607

Forces on the atoms, in the same order (eV/Å):
Be 0.1 -0.1 0.0
F 0.0 0.0 0.0
C 0.0 0.0 0.0
C 0.0 0.0 0.0
C 0.0 0.0 0.0
C 0.0 0.0 0.0
O -0.1 0.0 0.0
C 0.0 0.0 0.0
C 0.0 0.0 0.0
N 0.0 0.0 0.0
C 0.0 0.0 0.0
C 0.0 0.0 0.0
C 0.0 0.0 0.0
C 0.0 0.0 0.0
C 0.1 0.0 -0.1
C 0.0 -0.1 0.0
N -0.1 0.1 0.1
C 0.0 -0.1 0.0
C 0.0 0.0 0.0
N 0.0 0.0 0.0
C 0.0 0.0 0.0
C 0.0 0.0 0.0
C 0.1 0.0 0.0
O 0.0 0.0 0.0
O -0.2 0.0 0.0
H 0.0 0.0 0.0
H 0.0 0.0 0.0
H 0.0 0.0 0.0
H 0.0 0.0 0.0
H 0.0 0.0 0.0
H 0.0 0.0 0.0
H 0.0 0.0 0.0
H 0.0 0.0 0.0
H 0.0 0.0 0.0
H 0.0 0.0 0.0
H 0.0 0.0 0.0
H 0.0 0.0 0.0
H 0.0 0.0 0.0
H 0.0 0.0 0.0
H 0.0 0.0 0.0
H 0.0 0.0 0.0
H 0.0 0.0 0.0
H 0.0 0.0 0.0
N 0.0 0.0 0.0
C 0.0 -0.1 0.0
O 0.0 0.2 0.1
C 0.1 0.1 0.0
C 0.0 0.0 0.0
N 0.0 0.0 0.0
C -0.3 -0.1 0.0
N 0.2 0.0 -0.1
H 0.0 0.0 0.0
H 0.0 0.0 0.0
Se 0.0 0.1 0.0
C 0.1 0.0 0.0
C 0.0 0.0 0.0
C 0.0 0.0 0.0
N 0.0 0.0 0.0
C 0.0 0.0 0.0
C 0.0 0.0 0.0
H 0.0 0.0 0.0
H 0.0 0.0 0.0
H 0.0 0.0 0.0
H 0.0 0.0 0.0

=====

(3)
This record from OMol25 describes one molecule with the formula C17H20N4O5. The level of theory is the ωB97M-V functional and the def2-TZVPD basis.

**Net charge**: 0
**Energy above the lowest of the compared OMol25 structures with the same formula, charge and spin**: 53.7 kJ/mol
**SMILES string**: CC(C)Cn1c(N)c(C(=O)COC(=O)c2ccncc2)c(=O)n(C)c1=O
**E**: -34153.6169 eV
**HOMO level**: -9.20 eV

Atoms and positions in Å:
C  3.27802  1.50452  0.19278
C  3.61493  0.74366  1.47306
C  4.00861  -0.69451  1.13913
C  2.46932  0.85444  2.49814
N  1.15399  0.50423  1.97336
C  0.67554  -0.77174  1.97367
N  1.37449  -1.74143  2.55465
C  -0.56024  -1.06736  1.36488
C  -0.94022  -2.44972  1.17429
O  -0.38281  -3.39427  1.73406
C  -2.03409  -2.75960  0.17016
O  -1.81257  -2.01708  -1.01821
C  -2.90451  -1.56400  -1.65129
O  -4.02523  -1.92525  -1.40892
C  -2.55522  -0.57263  -2.70635
C  -3.54897  -0.12893  -3.57402
C  -3.21276  0.82147  -4.52504
N  -1.99862  1.33067  -4.64462
C  -1.05819  0.91033  -3.81622
C  -1.27610  -0.03835  -2.82963
C  -1.42691  0.01224  0.94979
O  -2.57599  -0.09236  0.57211
N  -0.86075  1.29111  1.05657
C  -1.66436  2.43272  0.64996
C  0.37653  1.58604  1.54254
O  0.78430  2.72204  1.62247
H  4.14988  1.55161  -0.45470
H  2.47839  1.00517  -0.35160
H  2.95751  2.51715  0.42033
H  4.47661  1.22782  1.94597
H  3.19432  -1.22520  0.65051
H  4.31591  -1.24057  2.03004
H  4.85386  -0.68627  0.45476
H  2.39070  1.90292  2.79783
H  2.68120  0.26244  3.39134
H  2.32626  -1.61443  2.84559
H  0.95346  -2.67631  2.46023
H  -3.01830  -2.49539  0.57857
H  -2.01119  -3.83289  -0.04816
H  -4.54840  -0.52488  -3.48841
H  -3.94692  1.19788  -5.22505
H  -0.08287  1.35969  -3.95334
H  -0.48393  -0.35623  -2.17086
H  -1.77302  3.12309  1.48550
H  -2.63566  2.05630  0.33848
H  -1.17599  2.95184  -0.17432

Forces on the atoms, in the same order (eV/Å):
C 0.2 0.1 0.2
C -0.2 -0.1 -0.1
C 0.1 0.3 0.0
C 0.5 0.3 0.1
N 0.1 0.0 0.1
C -0.4 -0.2 -0.1
N 0.2 0.0 0.1
C 0.1 0.0 0.1
C -0.1 0.2 -0.3
O -0.1 -0.2 0.0
C -0.5 -0.4 0.3
O 0.3 -0.1 -0.2
C -0.3 -0.2 0.0
O 0.2 0.0 -0.1
C 0.1 0.3 -0.2
C 0.2 -0.1 0.2
C -0.3 -0.2 0.1
N 0.1 0.4 -0.4
C 0.2 -0.1 0.2
C -0.2 -0.1 0.0
C 0.3 -0.1 0.3
O -0.1 0.0 0.0
N -0.2 0.2 -0.1
C -0.2 0.3 -0.1
C -0.1 -0.1 0.0
O 0.0 0.2 0.0
H 0.1 0.0 -0.1
H -0.1 0.0 -0.1
H 0.0 0.1 -0.1
H -0.1 0.0 0.0
H -0.1 -0.1 0.0
H 0.0 -0.1 0.1
H 0.1 -0.1 -0.1
H 0.0 -0.3 0.1
H -0.1 0.0 0.0
H -0.1 0.0 -0.1
H 0.1 0.1 0.1
H 0.2 -0.1 0.0
H 0.1 0.2 0.1
H -0.1 0.0 0.0
H -0.1 0.0 0.0
H 0.1 0.0 0.1
H 0.1 0.0 0.0
H 0.0 0.0 -0.1
H 0.1 0.1 0.0
H 0.0 0.0 0.0

=====

(4)
This record from OMol25 describes a 2-piece molecular cluster, C3H10NO2 overall in a non-equilibrium geometry. The level of theory is the ωB97M-V functional and the def2-TZVPD basis.

**Net charge**: 0
**Energy above the lowest of the compared OMol25 structures with the same formula, charge and spin**: 72.4 kJ/mol
**E**: -8855.0648 eV
**Expectation value of S²**: 0.7559
**Multiplicity**: 2
**HOMO level (spin up / spin down)**: -9.68 / -9.62 eV

Atoms and positions in Å:
C  -0.80274  0.75337  -0.57023
O  -0.07024  1.38976  0.32851
C  -1.03835  -0.79280  -0.29948
C  0.16254  -1.55268  -0.92267
N  -1.14130  -1.09631  1.16279
H  -0.34375  0.84095  -1.63395
H  -1.95211  1.21459  -0.73660
H  -1.96608  -1.20301  -0.75792
H  1.11717  -1.24221  -0.53091
H  0.00383  -2.56800  -0.62627
H  0.13986  -1.39759  -2.03924
H  -0.33398  -0.61184  1.61535
H  -1.96974  -0.67965  1.55367
H  1.38414  1.09659  0.36240
H  2.89047  1.24242  1.08517
O  2.45657  1.17706  0.21187

Forces on the atoms, in the same order (eV/Å):
C -3.3 -1.3 -1.8
O -0.8 0.5 -0.2
C 0.8 0.2 0.6
C -1.3 0.6 -0.5
N 1.5 0.6 -0.8
H -0.5 0.4 1.3
H 2.8 -0.3 0.5
H 0.5 0.7 0.1
H 0.3 0.4 0.2
H 0.2 -0.9 -0.3
H 0.2 -0.4 1.1
H -0.9 -0.6 -0.3
H -0.3 0.2 0.1
H 3.9 0.4 0.1
H -0.7 -0.1 -0.6
O -2.4 -0.4 0.6

=====

(5)
This record from OMol25 describes one molecule with the formula C6H15BrSi in a non-equilibrium geometry. The level of theory is the ωB97M-V functional and the def2-TZVPD basis.

**Net charge**: 0
**Energy above the lowest of the compared OMol25 structures with the same formula, charge and spin**: 191.2 kJ/mol
**SMILES string**: CC(C)(C)[Si](C)(C)Br
**E**: -84385.2583 eV
**HOMO level**: -9.39 eV

Atoms and positions in Å:
C  -1.82259  -0.31614  0.08649
C  -0.37393  -0.83038  -0.01731
C  -0.20635  -1.68388  -1.26534
C  -0.12685  -1.62504  1.20090
Si  0.76018  0.66027  -0.07604
C  0.57170  1.78112  1.38054
C  0.97910  1.82486  -1.59848
Br  3.21242  -0.33608  0.03038
H  -2.13852  0.34803  1.03352
H  -2.14833  0.35137  -0.88154
H  -2.37688  -1.26954  0.15827
H  0.61696  -1.48788  -1.88434
H  -1.03494  -1.52263  -1.89394
H  -0.29520  -2.83101  -0.98895
H  0.93622  -2.02214  1.11026
H  -0.19993  -0.94279  2.22328
H  -0.78306  -2.33906  1.47316
H  0.43363  2.79466  1.26663
H  -0.38217  1.38610  1.82775
H  1.33863  1.56326  2.15877
H  0.12592  2.51277  -1.27131
H  1.86815  2.41701  -1.47039
H  1.04584  1.56712  -2.60232

Forces on the atoms, in the same order (eV/Å):
C -1.7 2.3 -0.7
C -0.5 1.4 -0.3
C -1.3 -2.8 1.3
C 4.5 3.3 3.1
Si 3.2 0.2 -1.1
C -0.5 -3.3 1.8
C -1.5 0.5 3.3
Br -2.0 0.7 0.0
H 1.1 -1.6 -2.0
H 0.6 -1.8 2.3
H -0.5 0.7 -0.3
H 1.6 0.0 -0.4
H -1.2 0.2 -0.9
H 0.6 2.2 -0.6
H -1.3 0.2 0.6
H 0.6 -1.3 -2.5
H -2.4 -2.8 0.0
H 0.0 2.3 -0.6
H 0.7 0.5 -0.1
H -0.4 0.3 -0.6
H 0.8 -0.5 -1.3
H 0.5 0.2 0.7
H -0.8 -0.9 -1.7

=====

What is the E in the first record?
-214929.5089 eV